1.
Formula: C4H9NO4
Source: OMol25
Level of theory: ωB97M-V/def2-TZVPD

Kohn-Sham gap = 9.562 eV
2S+1 = 1
E = -513.4780 a.u.
SMILES string = N[C@H](C=O)CC(=O)O.O
M = 135.1 g/mol

Atoms and positions in Å:
N: 0.307 -1.442 -0.461
C: 0.395 -0.619 0.782
C: 0.259 -1.622 1.966
O: -0.220 -1.249 3.007
C: -0.758 0.287 0.946
C: -0.905 1.302 -0.130
O: -1.796 1.444 -0.994
O: 0.092 2.186 -0.094
H: -0.305 -1.015 -1.096
H: 1.154 -1.482 -1.068
H: 1.453 -0.078 0.672
H: 0.401 -2.706 1.729
H: -0.711 0.802 2.041
H: -1.821 -0.120 1.229
H: -0.147 3.073 -0.386
O: 0.817 0.307 -2.365
H: 1.420 -0.050 -2.953
H: 0.363 0.982 -2.824


2.
Formula: CH6N4OS2
Source: OMol25
Level of theory: ωB97M-V/def2-TZVPD

Kohn-Sham gap = 5.886 eV
2S+1 = 1
E = -1132.1663 a.u.
M = 154.2 g/mol

Atoms and positions in Å:
C: -1.955 0.422 0.284
N: 2.392 0.599 -0.432
N: -1.603 -0.770 -0.011
N: 1.171 -0.016 -0.622
N: -1.078 1.082 0.966
O: 1.187 0.919 1.958
S: -3.580 0.870 0.243
S: 0.038 0.019 1.358
H: 3.331 0.137 -0.344
H: 2.333 1.047 0.490
H: -2.102 -1.475 -0.474
H: 1.426 -0.990 -0.613
H: 0.738 0.404 -1.418
H: -1.280 2.017 1.280